Entry 1:
Molecular formula: C15H26ClF2N2O
Method: DFT, ωB97M-V with the def2-TZVPD basis set

XYZ file:
```
47
Properties=species:S:1:pos:R:3:forces:R:3:nbo_charge:R:1
C 0.883 3.879 0.217 0.42 -1.18 0.17 -0.62
C 1.066 2.790 -0.997 0.91 0.62 0.71 -0.46
C 1.501 1.416 -0.282 -0.70 2.13 1.69 0.37
F 2.857 1.607 0.190 -2.32 -1.09 -1.39 -0.35
N 1.317 0.193 -1.115 0.18 -5.84 -3.66 -0.39
C 0.181 -0.187 -1.995 -0.39 -3.12 -1.89 0.49
O -1.003 0.555 -2.237 2.82 -2.01 1.30 -0.50
C -2.192 -0.122 -1.727 -3.18 0.12 0.50 -0.09
C -2.664 0.426 -0.263 0.52 0.17 -0.13 -0.23
C -4.169 1.023 -0.275 0.85 0.59 -0.18 -0.64
C -2.395 -0.638 0.917 0.08 0.31 0.25 -0.22
C -3.591 -1.690 1.150 0.03 -0.06 0.62 -0.64
C -2.057 0.207 2.266 -0.38 0.25 -0.13 -0.63
C 0.410 -1.589 -2.654 0.72 3.93 2.73 -0.13
N 1.712 -2.033 -2.126 -3.12 4.92 1.02 -0.38
Cl 2.405 -3.535 -2.565 -0.18 1.21 0.58 0.31
C 2.173 -0.983 -1.253 1.64 -0.76 -0.07 0.50
C 3.566 -1.265 -0.525 -0.29 0.20 0.52 -0.51
C 3.193 -1.926 0.924 0.34 0.92 -0.38 0.22
C 4.336 -1.722 2.032 -1.11 -0.88 0.30 -0.67
F 1.972 -1.250 1.394 1.68 -1.01 -0.78 -0.40
H 1.414 3.440 1.141 -0.78 0.88 -1.35 0.22
H -0.224 3.975 0.488 1.63 0.19 -0.50 0.23
H 1.406 4.863 -0.030 -1.10 -1.35 0.29 0.24
H 1.973 3.145 -1.629 -1.69 -0.85 0.79 0.24
H 0.104 2.728 -1.609 1.55 -0.24 0.79 0.25
H 0.860 1.293 0.678 1.17 -0.13 -1.64 0.22
H -3.060 0.160 -2.446 1.77 -0.38 0.91 0.21
H -2.128 -1.265 -1.751 0.35 1.65 0.08 0.20
H -1.976 1.337 -0.037 -1.03 -1.48 -0.49 0.21
H -4.972 0.261 -0.561 1.18 0.99 0.64 0.23
H -4.364 1.526 0.754 0.08 -1.09 -1.74 0.23
H -4.197 1.868 -1.061 -0.02 -1.30 1.20 0.22
H -1.451 -1.241 0.654 -1.32 0.83 0.27 0.20
H -3.303 -2.422 2.002 -0.36 1.22 -1.45 0.23
H -4.558 -1.174 1.499 1.50 -0.63 -0.61 0.22
H -3.844 -2.327 0.232 0.47 1.00 1.15 0.21
H -2.709 -0.173 3.137 1.34 0.53 -1.18 0.23
H -0.927 0.174 2.504 -1.89 -0.17 -0.17 0.22
H -2.316 1.332 2.138 0.31 -1.90 0.13 0.21
H -0.287 -2.173 -3.363 1.56 1.13 1.43 0.29
H 4.216 -2.026 -1.112 -1.43 1.23 0.80 0.26
H 4.230 -0.328 -0.413 -1.51 -1.34 -0.12 0.28
H 2.923 -3.015 0.706 0.19 1.53 0.72 0.19
H 4.782 -2.763 2.253 -0.33 1.82 -0.45 0.24
H 3.790 -1.415 3.008 0.99 -0.35 -1.71 0.26
H 5.118 -0.942 1.740 -1.15 -1.23 0.42 0.23
```
Positions in Å, forces in eV/Å.

The net charge is +1. As for the HOMO-LUMO gap: 0.322 Eh. For the total energy, the calculation gives -1431.3396 a.u. As for the LUMO energy: -3.802 eV. The calculation puts the largest force on an atom at 6.90 eV/Å. The SMILES is CC[C@H](F)n1c(OC[C@@H](C)C(C)C)c[n+](Cl)c1C[C@@H](C)F.



Entry 2:
Molecular formula: C38H72BN10O18
Method: DFT, ωB97M-V with the def2-TZVPD basis set

XYZ file:
```
139
Properties=species:S:1:pos:R:3:forces:R:3:mulliken_charge:R:1
C 4.898 -2.017 -2.380 -0.39 -0.17 -0.53 -0.74
C 3.883 -1.566 -1.920 -0.22 0.03 0.17 -0.78
C 2.591 -1.072 -1.390 1.21 -0.18 0.34 -0.64
C 2.484 -1.096 0.183 -0.74 0.44 -1.19 2.63
C 3.239 0.147 0.736 0.95 -0.79 0.42 -1.58
C 4.795 0.124 0.698 0.08 0.94 -0.24 -0.74
C 5.408 0.955 -0.482 0.30 -0.91 0.91 -0.20
C 6.818 0.420 -0.811 0.03 1.20 -0.11 -0.35
C 7.463 1.217 -1.981 0.16 -0.59 0.47 -1.13
C 7.119 0.693 -3.392 0.39 0.55 0.10 -0.58
C 5.888 1.359 -4.044 -0.18 -0.40 -0.30 -0.31
C 5.208 0.466 -5.137 0.22 0.52 0.79 -1.13
C 3.075 -2.371 0.820 0.37 1.40 0.09 -2.03
N 2.309 -3.636 0.556 0.45 -0.58 0.16 1.33
B 2.547 -4.701 1.681 0.41 -1.55 0.97 0.53
O 2.887 -4.370 2.971 -1.14 0.55 -0.78 -0.57
O 2.360 -6.002 1.348 -0.67 1.23 -0.10 -0.31
C 1.384 -6.692 2.167 -0.11 -1.04 -0.28 -0.71
C 2.767 -4.350 -0.662 1.19 -0.73 -1.57 1.19
C 4.108 -4.776 -0.760 -1.14 0.48 0.20 -0.46
C 4.472 -5.448 -1.918 1.23 -0.25 0.24 -0.62
N 3.708 -5.750 -2.967 -0.52 0.21 0.40 -0.56
C 2.434 -5.385 -2.859 0.54 0.32 0.54 -0.59
C 1.961 -4.700 -1.731 -1.42 0.44 0.11 -0.66
C 0.842 -3.391 0.629 -1.31 0.67 1.40 -1.48
C 0.511 -2.080 1.421 0.64 -0.38 -1.46 0.01
O -0.927 -2.195 1.655 0.35 0.59 0.74 -0.38
C -1.163 -1.897 2.904 -0.19 -0.80 -0.27 1.11
N -1.289 -1.810 4.047 -0.07 0.36 -0.13 -0.72
C 0.905 -0.933 0.471 0.30 0.02 0.89 0.32
C 0.474 0.475 0.916 -1.15 -0.03 -0.20 -0.76
C -1.082 0.678 0.872 0.47 -0.22 -0.97 -1.03
C -1.487 1.880 0.003 -1.27 0.41 0.62 -0.05
C -3.047 1.951 -0.051 0.43 -0.55 0.09 -0.96
C -3.645 1.096 -1.209 -0.45 0.01 0.86 -0.93
C -4.708 0.116 -0.672 0.08 0.08 -0.34 0.11
C -5.298 -0.804 -1.738 -0.21 -0.43 0.36 -0.72
O -5.718 -2.017 -1.087 -0.01 0.16 -0.20 -0.29
C -6.901 -2.560 -1.652 -0.21 -0.03 0.04 -0.77
H 5.639 -2.481 -3.003 0.06 0.23 0.44 0.56
H 1.806 -1.671 -1.871 0.05 0.30 0.10 0.53
H 2.523 -0.012 -1.673 -0.45 -0.35 -0.16 0.93
H 2.965 0.272 1.795 -0.17 0.16 -0.37 0.47
H 2.951 1.026 0.150 -0.25 -0.15 0.44 0.47
H 5.271 -0.863 0.751 -0.32 0.07 -0.14 0.32
H 5.115 0.660 1.603 -0.10 -0.47 -0.20 -0.06
H 4.735 0.998 -1.346 0.25 -0.15 0.08 -0.23
H 5.551 1.974 -0.094 -0.27 -0.10 -0.40 0.50
H 7.441 0.631 0.078 -0.22 -0.23 -0.13 0.32
H 6.848 -0.668 -0.955 -0.14 0.25 -0.21 0.26
H 7.179 2.274 -1.855 0.04 -0.24 -0.22 0.40
H 8.552 1.187 -1.817 -0.26 -0.03 -0.27 0.42
H 7.991 0.913 -4.029 -0.30 -0.16 0.03 0.39
H 7.048 -0.406 -3.376 -0.19 0.29 0.09 0.23
H 6.232 2.306 -4.484 -0.21 -0.21 0.09 0.48
H 5.112 1.635 -3.319 0.39 -0.11 0.09 0.16
H 5.326 0.943 -6.114 -0.13 -0.47 0.02 0.35
H 5.640 -0.541 -5.106 -0.03 0.24 -0.35 0.25
H 4.144 0.355 -4.890 0.20 0.07 -0.35 0.23
H 3.125 -2.156 1.897 -0.15 -0.57 -0.20 0.43
H 4.111 -2.529 0.508 -0.31 -0.01 -0.16 0.51
H 2.169 -3.856 3.375 0.59 0.23 0.39 0.36
H 0.562 -6.994 1.502 0.24 0.18 0.14 0.28
H 1.838 -7.613 2.547 -0.06 0.37 0.13 0.25
H 0.970 -6.084 2.979 0.35 -0.07 -0.09 0.37
H 4.839 -4.573 0.024 -0.09 -0.13 -0.28 0.43
H 5.516 -5.771 -1.979 -0.32 0.06 -0.11 0.44
H 1.757 -5.611 -3.682 0.19 0.02 0.21 0.44
H 0.896 -4.458 -1.741 0.33 -0.06 0.02 0.44
H 0.338 -4.200 1.182 0.22 -0.10 -0.54 -0.06
H 0.356 -3.241 -0.336 0.38 -0.37 0.01 0.14
H 0.998 -2.038 2.403 -0.02 0.11 -0.23 0.62
H 0.361 -1.136 -0.467 0.16 0.05 0.24 0.08
H 0.811 0.742 1.925 0.30 0.01 -0.37 0.15
H 0.851 1.177 0.160 0.26 -0.06 0.51 0.44
H -1.503 0.799 1.878 0.10 -0.07 -0.19 0.51
H -1.549 -0.204 0.400 0.02 0.18 0.33 0.09
H -1.147 2.821 0.464 0.22 -0.44 -0.38 -0.48
H -1.149 1.801 -1.040 0.42 0.04 0.36 0.58
H -3.391 1.515 0.904 -0.12 0.29 -0.23 0.37
H -3.400 2.986 -0.066 0.11 -0.26 -0.19 0.50
H -4.142 1.751 -1.934 0.41 -0.22 -0.10 0.42
H -2.848 0.498 -1.682 -0.20 0.30 -0.11 0.50
H -5.529 0.681 -0.213 0.25 -0.05 -0.01 -0.15
H -4.260 -0.525 0.106 -0.07 0.14 -0.16 0.40
H -4.546 -1.074 -2.502 -0.25 0.22 0.09 0.25
H -6.190 -0.369 -2.213 0.47 0.20 -0.05 0.39
H -6.937 -2.453 -2.748 0.21 -0.15 0.22 0.38
H -7.793 -2.058 -1.245 0.19 -0.17 -0.06 0.30
H -6.933 -3.623 -1.382 -0.09 0.28 -0.11 0.21
C -6.660 4.828 -2.662 -0.08 -0.24 0.32 -0.87
N -6.221 3.614 -1.917 -0.18 0.15 -0.01 0.86
O -5.509 3.771 -0.945 -0.10 -0.11 -0.05 -0.50
O -6.607 2.538 -2.333 0.08 -0.04 0.08 -0.52
H -6.244 5.696 -2.177 0.07 -0.11 0.12 0.32
H -6.297 4.736 -3.677 -0.09 -0.09 -0.02 0.38
H -7.746 4.848 -2.633 0.02 -0.10 -0.11 0.32
C 0.301 5.212 2.414 0.16 0.05 0.11 -0.65
N 0.219 5.202 0.929 0.07 0.13 0.12 0.97
O 1.246 5.361 0.303 -0.08 -0.08 -0.08 -0.56
O -0.882 5.030 0.445 0.07 0.11 -0.06 -0.55
H 1.333 5.372 2.704 0.00 -0.01 -0.09 0.29
H -0.332 6.020 2.770 -0.09 -0.09 -0.02 0.29
H -0.056 4.250 2.768 -0.10 0.07 0.02 0.24
C -7.407 -4.306 2.204 0.10 -0.07 0.12 -0.46
N -8.763 -4.275 1.590 0.03 -0.08 0.10 0.91
O -9.589 -5.053 2.013 -0.03 0.05 -0.08 -0.55
O -8.944 -3.465 0.702 -0.02 0.00 0.06 -0.51
H -7.395 -5.070 2.974 -0.08 0.01 -0.03 0.32
H -6.697 -4.535 1.414 -0.03 0.11 -0.04 0.25
H -7.218 -3.323 2.630 0.00 -0.02 -0.06 0.07
C 7.291 2.536 3.830 0.07 -0.15 0.18 -0.75
N 5.949 2.602 3.190 0.05 0.06 0.12 0.92
O 5.119 1.776 3.526 -0.02 0.05 0.04 -0.54
O 5.773 3.477 2.373 -0.05 -0.10 -0.04 -0.50
H 7.300 1.710 4.532 -0.08 0.01 -0.03 0.31
H 8.022 2.384 3.040 -0.02 0.13 -0.02 0.29
H 7.457 3.482 4.339 0.03 0.04 -0.12 0.30
C -6.946 -0.224 2.129 -0.01 0.13 -0.15 -0.69
N -6.514 -0.440 3.536 0.00 0.15 -0.09 1.01
O -5.885 0.442 4.077 -0.01 -0.13 0.06 -0.56
O -6.824 -1.500 4.046 0.06 0.00 0.04 -0.61
H -6.603 0.752 1.806 0.04 -0.01 0.10 0.38
H -6.499 -1.011 1.526 -0.11 -0.03 -0.03 0.14
H -8.032 -0.279 2.106 0.02 -0.15 0.01 0.30
C -5.763 8.588 -5.557 -0.03 0.09 -0.21 -0.72
N -5.982 7.236 -4.977 0.03 0.17 -0.10 0.85
O -6.411 6.369 -5.708 0.02 -0.06 0.11 -0.52
O -5.714 7.090 -3.799 0.10 0.43 -0.39 -0.51
H -6.044 8.564 -6.604 -0.01 -0.08 0.04 0.31
H -6.385 9.286 -5.003 0.09 -0.01 0.08 0.28
H -4.710 8.826 -5.441 -0.04 0.02 0.12 0.29
C 0.499 0.665 5.635 -0.06 -0.11 0.16 -0.65
N 0.450 2.139 5.438 0.05 -0.01 0.13 0.85
O 0.640 2.842 6.402 -0.02 0.07 -0.09 -0.54
O 0.218 2.537 4.310 0.03 -0.12 -0.02 -0.49
H 0.713 0.463 6.679 0.01 0.09 -0.01 0.32
H -0.469 0.262 5.351 0.05 -0.01 -0.10 0.29
H 1.288 0.278 4.995 -0.07 0.03 -0.07 0.18
```
Positions in Å, forces in eV/Å.

The net charge is +1. As for the HOMO-LUMO gap: 0.304 Eh. For the total energy, the calculation gives -3416.8827 a.u. As for the LUMO energy: -2.782 eV. The calculation puts the largest force on an atom at 2.10 eV/Å.